(1)
A molecular structure, C19H19Cl3N7O2S2Ti, computed with ωB97M-V/def2-TZVPD.

The geometry in XYZ format:
```
53
Properties=species:S:1:pos:R:3:lowdin_spin:R:1
Ti -0.08 -0.33 0.10 1.027
C -2.79 -0.26 -3.38 0.022
C -2.15 -0.24 -2.02 0.156
N -0.96 -0.80 -1.76 0.167
N -0.39 -1.46 -2.84 -0.004
C 0.76 -1.96 -2.58 0.044
N 1.40 -2.67 -3.60 0.021
S 1.57 -1.86 -1.05 0.003
C -2.83 0.33 -0.93 0.122
C -4.10 0.96 -1.02 0.041
C -4.73 1.38 0.11 0.053
C -4.12 1.18 1.37 0.094
C -2.88 0.60 1.39 0.016
N -2.22 0.21 0.30 0.129
H -2.19 -0.83 -4.07 0.000
H -3.79 -0.70 -3.33 0.006
H -2.90 0.75 -3.77 0.008
H 1.04 -2.41 -4.51 0.001
H 2.40 -2.58 -3.54 0.001
H -4.56 1.08 -1.99 0.002
H -5.70 1.86 0.04 0.002
H -4.59 1.48 2.29 0.006
H -2.36 0.43 2.32 -0.001
S 0.38 -3.15 3.72 0.009
C -1.19 -3.48 3.12 -0.006
C -1.48 -2.74 2.01 0.003
C -0.43 -1.87 1.58 -0.001
C 0.64 -2.01 2.44 0.018
C 1.88 -1.26 2.29 0.008
C 3.03 -1.50 3.04 0.001
C 4.15 -0.73 2.81 0.005
C 4.12 0.26 1.83 0.002
C 2.95 0.44 1.13 0.005
N 1.85 -0.29 1.36 0.008
H -1.82 -4.20 3.62 -0.001
H -2.43 -2.81 1.50 0.000
H 3.04 -2.28 3.78 0.000
H 5.05 -0.91 3.38 0.000
H 4.98 0.88 1.62 0.000
H 2.86 1.19 0.36 0.000
Cl -0.73 4.32 2.23 0.001
C 0.52 3.06 2.12 0.000
Cl 0.01 1.67 3.09 0.005
Cl 2.04 3.67 2.81 0.000
C 0.74 2.77 0.58 0.005
O 1.35 3.63 -0.03 0.006
O 0.22 1.71 0.12 0.009
N 2.89 1.34 -3.54 0.000
N 1.72 1.44 -2.72 0.001
H 3.68 1.81 -3.12 0.000
H 2.68 1.79 -4.42 0.000
H 1.68 2.34 -2.24 0.000
H 1.77 0.72 -2.01 0.002
```

Results
LUMO level (alpha / beta)	0.092 / 0.092	Ha
net charge	-1
highest occupied orbital energy (alpha / beta)	-2.7 / -4.6	eV
total energy	-4295.77954	Ha
largest force on an atom	0.565	eV/Å
spin multiplicity	3
relative energy (zero: lowest compared OMol25 entry of this formula, charge and spin)	0.0	kJ/mol


(2)
2 unconnected molecules or ions with the total composition C2H11N2O, computed with ωB97M-V/def2-TZVPD.

The geometry in XYZ format:
```
16
Properties=species:S:1:pos:R:3:nbo_charge:R:1
C 0.10 1.99 -0.24 -0.277
N -0.52 2.25 1.05 -0.869
C -0.41 0.70 -0.83 -0.218
N -0.26 -0.41 0.23 -0.690
H 1.17 2.14 -0.20 0.225
H -0.15 2.73 -1.01 0.225
H 0.16 2.64 1.70 0.385
H -1.23 2.96 0.97 0.391
H 0.11 0.46 -1.75 0.242
H -1.49 0.70 -1.00 0.226
H -1.11 -0.74 0.68 0.443
H 0.22 -1.22 -0.15 0.463
H 0.18 0.04 1.04 0.450
H 1.57 -4.33 0.09 0.493
H 0.39 -4.23 -0.90 0.485
O 0.91 -3.72 -0.27 -0.976
```

Results
LUMO level	-0.115	Ha
net charge	+1
highest occupied orbital energy	-14.3	eV
total energy	-267.30347	Ha
largest force on an atom	1.766	eV/Å
relative energy (zero: lowest compared OMol25 entry of this formula, charge and spin)	55.7	kJ/mol


(3)
A gas-phase ion, C6H12N5OS (charge +1), computed with ωB97M-V/def2-TZVPD.

The geometry in XYZ format:
```
25
Properties=species:S:1:pos:R:3:nbo_charge:R:1
C 1.77 -0.77 -0.63 0.777
C -0.63 2.32 -1.82 0.141
C -0.03 1.85 1.18 -0.549
C -0.58 -0.72 1.91 -0.521
C 0.12 0.90 -0.02 0.220
C -0.36 -0.82 0.40 0.366
N -0.79 1.30 -1.06 -0.419
N 1.43 0.58 -0.48 -0.665
N 0.84 -1.49 0.08 -0.349
N 0.71 -2.86 -0.26 -0.645
N -1.50 -1.09 -0.32 -0.885
O 2.78 -1.22 -1.10 -0.570
S -1.27 1.00 2.25 0.204
H -1.37 2.69 -2.59 0.238
H 0.20 2.97 -1.89 0.220
H 0.89 1.96 1.69 0.246
H -0.48 2.81 0.86 0.238
H -1.24 -1.42 2.25 0.237
H 0.40 -0.69 2.48 0.251
H 2.10 1.25 -0.58 0.411
H 1.13 -3.33 0.58 0.370
H 1.36 -3.08 -0.98 0.387
H -1.45 -1.61 -1.24 0.421
H -1.74 0.94 -0.97 0.468
H -2.27 -1.46 0.25 0.408
```

Results
LUMO level	-0.189	Ha
SMILES	C=[NH+][C@@]12CSC[C@]1(N)N(N)C(=O)N2
net charge	+1
highest occupied orbital energy	-12.6	eV
total energy	-982.73572	Ha
largest force on an atom	4.751	eV/Å
relative energy (zero: lowest compared OMol25 entry of this formula, charge and spin)	0.0	kJ/mol


(4)
A single C3H4O2 molecule, computed with ωB97M-V/def2-TZVPD.

The geometry in XYZ format:
```
9
Properties=species:S:1:pos:R:3:nbo_charge:R:1
O 0.71 -1.90 -0.35 -0.488
C 0.32 -0.80 -0.13 0.573
C -0.66 -0.15 0.85 -0.185
O -0.28 1.14 0.34 -0.524
C 0.53 0.61 -0.73 -0.186
H -0.47 -0.28 1.92 0.206
H -1.72 -0.38 0.64 0.200
H 0.07 0.68 -1.72 0.196
H 1.50 1.08 -0.83 0.208
```

Results
LUMO level	0.033	Ha
SMILES	O=C1COC1
net charge	0
highest occupied orbital energy	-10.2	eV
total energy	-267.13524	Ha
largest force on an atom	0.628	eV/Å
relative energy (zero: lowest compared OMol25 entry of this formula, charge and spin)	151.1	kJ/mol